1.
C28H41GeN7O2S2SeV | ωB97M-V/def2-TZVPD

Properties
DFT total energy: -7843.58416 hartree
net charge: +2
2S+1: 2
HOMO level (alpha / beta): -12.77 / -12.77 eV
Kohn-Sham gap (alpha / beta): 4.82 / 5.47 eV

Each line ends with the Löwdin charge.
CARTESIAN COORDINATES (ANGSTROEM)
V 0.09720 -0.23611 1.94911  0.720
C 3.70000 -0.17279 4.50295  0.039
C 2.62105 -0.35568 3.49733  -0.204
N 1.50987 0.27759 3.41985  -0.031
C 1.02929 1.26623 4.37999  -0.134
C 0.40065 2.39252 3.58990  -0.137
N -0.50574 1.86775 2.52304  -0.145
C -1.96545 2.04552 2.75239  -0.137
C -2.57092 0.70708 3.08303  -0.133
N -2.03473 -0.28322 2.12719  -0.143
C -2.45247 -0.16697 0.71299  -0.184
C -1.90799 -1.41225 0.03501  -0.167
N -0.53886 -1.58668 0.55269  -0.008
C 0.24973 -2.50800 0.12717  -0.192
C -0.11449 -3.51861 -0.89757  0.045
C 1.55243 -2.52988 0.82648  -0.186
C 2.58271 -3.42865 0.61970  0.058
C 3.74042 -3.29175 1.37619  0.029
C 3.82191 -2.29062 2.33062  0.058
C 2.74087 -1.43623 2.49197  -0.182
N 1.65154 -1.55859 1.73913  0.010
H 3.56113 0.69584 5.13697  0.085
H 4.66488 -0.08817 4.00197  0.111
H 3.73556 -1.06245 5.13775  0.125
H 1.82782 1.64996 5.01377  0.126
H 0.30290 0.75774 5.02065  0.138
H 1.17885 2.96977 3.08923  0.134
H -0.15115 3.06619 4.24688  0.135
H -0.27220 2.40968 1.69582  0.039
H -2.39632 2.45647 1.83858  0.134
H -2.14724 2.76896 3.54753  0.136
H -3.66230 0.72476 3.03970  0.146
H -2.27216 0.36759 4.07649  0.130
H -2.30917 -1.20561 2.46136  0.125
H -1.97939 0.71883 0.27762  0.055
H -3.53475 -0.06695 0.59567  0.119
H -1.89438 -1.27802 -1.04924  0.073
H -2.50012 -2.29600 0.29281  0.150
H -0.81903 -3.11552 -1.62208  0.092
H -0.58629 -4.37084 -0.39886  0.129
H 0.76057 -3.88600 -1.42725  0.099
H 2.49800 -4.21006 -0.12046  0.134
H 4.57310 -3.96220 1.21955  0.140
H 4.71102 -2.17408 2.93192  0.136
N -0.56400 -2.24904 4.34461  0.097
C -0.27757 -1.54078 3.48209  -0.287
C -6.01029 0.52395 -4.20697  -0.210
Ge -4.52130 -0.04447 -3.09909  0.757
C -3.47842 -1.45861 -3.94833  -0.220
C -5.18099 -0.70907 -1.37485  -0.210
C -3.40804 1.54380 -2.71625  -0.590
Se -1.51258 1.23250 -2.34596  0.842
C -0.91370 1.17001 -4.19399  -0.379
H -6.64261 -0.31718 -4.48495  0.029
H -5.64365 0.99042 -5.12122  0.028
H -6.62590 1.24911 -3.67491  0.029
H -3.93476 -2.42879 -3.75526  0.027
H -2.45833 -1.46892 -3.55804  -0.014
H -3.43082 -1.32737 -5.02884  0.029
H -6.07550 -1.31229 -1.52606  0.034
H -5.45253 0.11445 -0.71274  0.022
H -4.44849 -1.34752 -0.87572  -0.009
H -3.80246 2.05662 -1.83691  0.008
H -3.45794 2.26887 -3.52910  0.022
H -1.54559 0.48825 -4.75691  0.015
H 0.10915 0.79945 -4.20262  0.022
H -0.95102 2.16863 -4.62050  0.031
O 4.43728 -1.60485 -2.13090  -0.255
S 4.58171 -0.56803 -1.16073  0.668
O 5.62463 -0.62793 -0.18298  -0.262
N 3.13438 -0.46422 -0.30839  -0.041
C 2.59461 0.67429 -0.47358  -0.624
S 1.11850 1.18229 0.34651  0.810
C 3.28013 1.62178 -1.39350  -0.224
C 2.91493 2.89294 -1.79796  -0.015
C 3.75265 3.55466 -2.69010  -0.034
C 4.91871 2.95859 -3.15633  -0.028
C 5.28739 1.67715 -2.75154  -0.002
C 4.44364 1.03719 -1.87201  -0.219
H 2.00524 3.35591 -1.43940  0.107
H 3.49445 4.54815 -3.02782  0.119
H 5.55149 3.49789 -3.84766  0.122
H 6.19128 1.21161 -3.11659  0.134

Force components x, y, z for each atom (eV/Å):
0.1 0.8 0.2
0.0 0.0 0.0
0.0 0.0 0.0
0.0 -0.2 -0.1
0.1 0.0 0.0
-0.1 0.1 0.0
0.1 -0.2 0.0
0.0 0.1 0.0
0.0 -0.1 0.0
0.0 0.0 -0.2
0.0 0.0 0.0
0.1 -0.1 0.0
-0.1 -0.1 -0.2
0.1 -0.1 0.1
0.0 0.1 -0.1
-0.1 0.0 0.0
0.0 0.0 0.1
-0.1 0.0 0.0
0.0 0.1 0.0
0.1 0.0 0.0
-0.1 -0.1 -0.1
0.0 0.0 0.0
0.0 0.0 0.0
0.0 0.0 0.0
-0.1 0.0 0.0
0.0 0.0 0.0
0.0 0.0 0.0
0.1 0.0 0.0
-0.1 0.0 0.0
0.0 0.0 0.0
0.0 0.0 0.0
0.0 0.1 0.0
0.0 0.0 0.0
0.1 0.0 0.1
0.0 0.0 0.0
0.1 -0.1 0.1
0.0 0.0 0.1
0.0 0.0 0.0
0.0 0.0 0.0
0.0 0.0 0.0
0.0 0.0 0.0
0.0 0.0 0.0
0.0 0.0 0.0
0.0 0.0 0.0
-0.1 -0.2 0.2
0.0 0.0 0.1
0.0 0.1 0.0
-0.1 0.0 0.0
0.1 0.0 0.0
0.0 -0.1 0.1
0.0 0.1 0.0
0.0 0.0 -0.2
0.0 0.0 0.0
0.0 -0.1 0.0
0.0 0.0 0.0
0.0 0.0 0.0
0.0 0.0 0.0
0.0 0.0 0.0
0.0 0.0 0.0
0.0 0.0 0.0
0.0 0.0 0.0
-0.1 0.0 -0.1
0.0 0.0 0.0
0.0 0.0 0.0
0.0 0.0 0.0
0.0 0.0 0.0
0.0 0.0 0.0
0.0 0.0 0.0
0.0 -0.1 0.1
0.0 0.0 -0.1
0.0 -0.1 0.1
-0.3 0.2 -0.1
0.2 -0.1 0.1
-0.1 -0.1 0.1
0.0 0.0 0.0
0.0 0.0 0.0
0.0 0.0 0.0
-0.1 0.1 0.0
0.1 0.1 -0.1
0.0 0.0 0.0
0.0 0.0 0.0
0.0 0.0 0.0
0.0 0.0 0.0

---

2.
C28H41N2NiO2Sb | ωB97M-V/def2-TZVPD

Properties
DFT total energy: -3099.94097 hartree
2S+1: 3
HOMO level (alpha / beta): -7.06 / -7.18 eV
Kohn-Sham gap (alpha / beta): 7.16 / 7.12 eV

Each line ends with the Löwdin charge.
CARTESIAN COORDINATES (ANGSTROEM)
Ni -1.48163 -5.54437 -13.73995  0.442
O -0.76829 -4.32142 -15.26803  -0.103
C -1.05856 -3.14008 -15.66694  -0.335
C -0.77626 -2.64187 -17.03747  0.013
C -0.80987 -1.24561 -17.22373  -0.087
C -1.29405 -0.31119 -16.28364  -0.116
C -1.59774 -0.75988 -15.02340  -0.048
C -1.49346 -2.15580 -14.70128  -0.199
C -1.52580 -2.54733 -13.39219  -0.065
N -1.54777 -3.84905 -12.89897  -0.079
C -1.43269 -3.82687 -11.43816  -0.221
C -1.28660 -5.25673 -10.95516  -0.202
N -0.85785 -6.10119 -12.07570  -0.084
C 0.10685 -7.02984 -11.87532  0.001
C 0.90299 -7.62640 -12.98042  -0.124
C 2.14785 -8.25342 -12.76676  -0.074
C 2.80397 -8.95649 -13.75071  -0.103
C 2.25388 -9.00208 -15.06183  -0.083
C 1.16159 -8.26137 -15.36357  -0.028
C 0.41148 -7.63642 -14.35326  -0.356
O -0.74487 -7.16891 -14.60906  -0.186
H -0.47063 -3.33996 -17.79110  0.094
H -0.51770 -0.91161 -18.21166  0.094
H -1.28426 0.78094 -16.48029  0.107
H -1.95087 -0.11534 -14.21585  0.109
H -1.75955 -1.73376 -12.66887  0.136
H -2.31285 -3.34967 -11.09856  0.094
H -0.50808 -3.30127 -11.15523  0.123
H -2.30996 -5.55461 -10.66459  0.100
H -0.64879 -5.32819 -10.02925  0.129
H 0.27489 -7.37301 -10.84563  0.127
H 2.57174 -8.29402 -11.75547  0.110
H 3.71458 -9.45446 -13.57482  0.077
H 2.82376 -9.34878 -15.89683  0.096
H 0.75399 -8.14253 -16.40854  0.135
C -5.58500 -4.20287 -12.78317  -0.150
C -5.56668 -4.40157 -14.25457  -0.671
C -5.22644 -3.09115 -14.91564  -0.104
C -6.78995 -5.15026 -14.80802  -0.129
Sb -3.94349 -6.06783 -14.68900  1.652
C -3.64435 -6.35489 -17.00025  -0.622
C -4.75951 -7.33671 -17.35138  -0.145
C -3.75905 -5.07129 -17.78977  -0.110
C -2.20285 -6.92446 -17.18941  -0.113
C -4.38906 -7.94572 -13.50061  -0.665
C -4.63546 -7.51762 -12.03287  -0.122
C -5.55795 -8.71625 -14.19068  -0.128
C -3.12718 -8.80544 -13.54240  -0.138
H -6.13320 -3.31260 -12.38313  0.096
H -4.51600 -4.08347 -12.43536  0.069
H -6.03776 -5.11621 -12.26617  0.078
H -5.94835 -2.34700 -14.56524  0.088
H -5.07303 -3.13723 -16.02353  0.082
H -4.19086 -2.83209 -14.55937  0.074
H -7.58143 -4.43591 -14.83267  0.068
H -7.07871 -5.95905 -14.10574  0.074
H -6.63467 -5.56296 -15.79238  0.043
H -5.74011 -6.96022 -17.13815  0.045
H -4.67446 -8.33633 -16.84434  0.077
H -4.59388 -7.55601 -18.42522  0.090
H -4.77441 -4.90729 -18.05118  0.065
H -3.09719 -5.09005 -18.63839  0.080
H -3.38069 -4.17530 -17.23800  0.073
H -1.77373 -7.56298 -16.38835  0.047
H -1.55942 -6.05979 -17.31318  0.058
H -2.13334 -7.45409 -18.18954  0.102
H -5.72268 -7.22772 -11.80651  0.095
H -4.02357 -6.61464 -11.78894  0.043
H -4.32332 -8.25810 -11.32934  0.065
H -6.44446 -8.15822 -14.51623  0.061
H -5.89383 -9.40139 -13.39889  0.074
H -5.19907 -9.45843 -14.92676  0.073
H -2.29912 -8.34589 -13.04569  0.036
H -2.79437 -9.04272 -14.59627  0.098
H -3.33857 -9.72919 -12.95836  0.099

Force components x, y, z for each atom (eV/Å):
-0.1 0.4 -2.8
-0.6 0.3 -1.6
0.9 0.0 -0.5
-0.5 1.7 2.4
-0.4 -2.1 -0.8
0.4 0.8 0.9
-0.2 -0.8 -0.1
0.6 0.5 -2.0
-1.8 -3.5 3.1
0.4 5.9 -0.4
1.6 -0.4 -1.0
-1.1 -1.1 1.1
3.2 -2.8 2.8
-1.3 1.5 -1.7
-0.7 0.1 -0.2
0.0 -0.8 0.9
-1.2 0.4 -0.7
0.9 1.3 0.5
-1.0 0.0 -1.4
-0.6 0.3 1.9
-0.3 0.4 -0.6
0.2 -0.1 -0.3
0.0 0.2 0.0
-0.1 -1.0 -0.1
0.2 0.1 -0.3
0.6 -0.5 -0.1
-0.8 0.5 1.2
-0.5 0.2 0.0
0.3 -0.3 0.1
-0.4 0.0 -1.0
0.5 0.4 -0.2
-0.2 0.2 -0.3
0.9 -0.4 0.4
0.3 -0.8 -0.2
0.6 -0.3 1.2
0.4 -1.0 2.3
0.4 -2.2 -1.4
2.0 -0.4 -0.6
0.2 0.3 1.2
1.5 1.3 0.4
0.1 -1.1 1.7
1.5 -1.4 -0.7
0.8 0.9 1.6
-0.5 -0.4 -0.7
-0.7 0.4 -1.3
-1.3 1.9 -0.6
0.4 -1.1 1.6
-0.3 -0.7 -0.9
0.2 -0.5 -0.7
-1.0 -0.1 -0.1
0.7 1.2 -0.5
0.1 0.2 -0.4
-0.8 0.1 0.8
-1.0 0.2 -0.1
-1.2 0.4 -0.2
0.1 0.3 -0.5
0.0 0.0 -0.3
-0.6 0.3 -0.2
0.1 1.0 -0.3
-0.7 0.0 0.2
-0.9 0.4 -0.5
0.0 -0.3 -0.8
-0.3 -0.6 -0.1
-0.6 0.5 -0.6
0.4 0.1 0.4
-0.4 0.3 0.9
1.5 -0.5 -0.4
-0.4 -0.6 -0.2
0.1 -0.9 0.4
0.5 0.0 -0.1
-0.4 0.0 0.0
-0.1 0.9 -0.2
0.5 0.5 0.2
-0.4 0.1 1.2
0.0 0.2 -0.6

---

3.
C28H42Br18N3O5PS2 | ωB97M-V/def2-TZVPD

Properties
DFT total energy: -49102.20266 hartree
HOMO level: -8.14 eV
Kohn-Sham gap: 6.60 eV

Each line ends with the Löwdin charge.
CARTESIAN COORDINATES (ANGSTROEM)
C -0.87383 5.45390 3.91867  -0.127
C -0.53108 4.36010 2.78547  -0.270
C -1.74709 4.07780 1.77261  -0.190
C -1.19355 3.35252 0.45397  -0.302
N -0.49710 2.02989 0.74340  0.000
C -0.22404 1.49061 -0.62717  -0.106
C 1.16954 1.70014 -1.32637  -0.059
C 2.36574 2.46714 -0.55585  -0.150
C 2.98267 1.61991 0.66817  -0.142
C 3.50208 0.15311 0.28145  -0.257
O 4.96513 0.10790 0.21358  -0.289
C 5.43478 -1.24545 0.49752  -0.129
C 1.33347 1.13592 -2.78546  -0.164
P 2.91278 1.34395 -3.79139  0.369
O 2.82723 0.60926 -5.34601  -0.331
O 3.28679 3.01397 -3.94289  -0.281
S 4.48400 0.53438 -2.92555  0.329
C 0.11033 0.38472 -3.45941  -0.241
N 0.02470 -0.17866 -4.78451  -0.291
S -1.52702 -0.85072 -5.01916  0.923
N -2.28397 -0.54842 -3.52294  -0.276
C -1.27596 0.15468 -2.73134  -0.224
C -1.43365 0.72346 -1.26805  -0.062
C -2.82229 0.51457 -0.45184  -0.134
C -2.53581 -0.71170 0.59005  -0.177
C -2.31395 -0.22668 2.10936  -0.188
C -0.83272 -0.46572 2.68871  -0.216
C -0.72131 -1.60731 3.81366  -0.165
C -1.01614 -0.99510 5.27045  -0.166
O -2.43465 -1.26961 5.58246  -0.089
C -2.42389 -2.03912 6.78407  -0.410
C -1.89593 -3.54963 6.90704  -0.017
O -2.88520 -1.47909 7.82393  0.045
H -0.05928 5.39875 4.73565  0.078
H -0.84102 6.48299 3.40321  0.078
H -1.90624 5.21128 4.35793  0.081
H -0.26290 3.36366 3.28143  0.095
H 0.38631 4.67029 2.15296  0.112
H -2.14997 5.11103 1.44834  0.071
H -2.60156 3.45980 2.22038  0.116
H -0.44705 4.04052 -0.09985  0.117
H -2.08257 3.20683 -0.28347  -0.071
H 0.38645 2.26460 1.22130  0.067
H 3.18348 2.78689 -1.29716  0.097
H 1.90831 3.42281 -0.11501  0.106
H 3.91065 2.20332 1.04510  0.134
H 2.27617 1.50350 1.56330  0.100
H 3.01385 -0.30055 -0.65303  0.094
H 3.21638 -0.55492 1.15750  0.119
H 6.36091 -1.45458 -0.16408  0.064
H 4.64450 -2.04775 0.29248  0.056
H 5.71051 -1.25368 1.61956  0.101
H 3.13476 1.27809 -6.02013  -0.095
H 2.54183 3.50493 -4.38144  0.055
H -3.57575 0.08616 -1.21188  0.111
H -3.17936 1.46568 0.06494  0.096
H -3.48775 -1.37414 0.59269  0.056
H -1.67573 -1.38615 0.24771  0.117
H -3.05910 -0.71469 2.83787  0.112
H -2.54546 0.90857 2.12378  0.091
H -0.06206 -0.63076 1.84194  0.105
H -0.51013 0.52586 3.19177  0.091
H -1.33572 -2.55629 3.57628  0.124
H 0.38722 -1.95096 3.82988  0.114
H -0.83280 0.14029 5.34336  0.137
H -0.31771 -1.47225 6.05633  0.129
H -1.69680 -4.04556 5.88838  0.076
H -2.72527 -4.14550 7.41394  0.044
H -0.95415 -3.60645 7.56961  0.104
C 5.97496 -3.58089 -3.48316  -1.588
Br 6.66912 -5.15050 -4.38848  0.577
Br 4.78804 -4.05633 -2.02471  0.578
Br 7.39586 -2.39658 -2.90164  0.572
H 5.38003 -3.03043 -4.21142  -0.029
C -4.68998 -6.55346 5.97788  -1.598
Br -5.51570 -5.41224 7.31105  0.584
Br -4.36651 -5.60261 4.31736  0.569
Br -3.07787 -7.39805 6.64942  0.568
H -5.39873 -7.35030 5.75703  -0.027
C -6.89668 -4.62523 1.45790  -1.626
Br -5.24673 -3.71738 0.99176  0.554
Br -8.34608 -3.37323 1.76443  0.565
Br -7.37250 -5.97320 0.14672  0.562
H -6.71949 -5.14441 2.39905  -0.073
C 1.96222 2.99292 -8.66722  -1.575
Br 1.13758 4.12924 -7.32793  0.575
Br 2.24773 3.93551 -10.33726  0.583
Br 3.59654 2.17806 -8.01188  0.693
H 1.26295 2.18360 -8.87292  -0.018
C 5.75505 -4.54208 -8.24064  -1.628
Br 7.39112 -3.61959 -8.72993  0.552
Br 4.29197 -3.30328 -7.93683  0.549
Br 5.28474 -5.91009 -9.53329  0.556
H 5.94533 -5.04992 -7.29398  -0.087
C -4.00577 5.41451 -2.11008  -1.561
Br -5.87089 4.88303 -2.13662  0.576
Br -3.62537 6.63774 -0.65313  0.593
Br -2.81892 3.87840 -2.09316  0.730
H -3.81505 5.95441 -3.03651  -0.026

Force components x, y, z for each atom (eV/Å):
0.6 -0.6 -0.8
-0.4 -0.5 0.1
0.9 0.5 -0.6
-0.7 0.7 0.3
0.1 0.9 -2.6
-1.1 -2.1 -1.9
-1.3 -1.7 -2.8
-0.9 -0.2 -0.1
1.0 -0.2 -0.4
-0.2 -0.7 1.3
-1.4 -1.1 -0.1
0.5 0.2 0.3
-2.8 0.3 1.7
2.3 -0.7 -0.2
-0.5 2.7 2.0
-2.2 -1.9 -0.8
-1.2 0.6 -0.3
-1.9 -0.8 -0.6
-1.5 0.8 3.2
1.8 1.9 3.3
4.5 2.1 0.7
0.5 0.4 0.0
2.3 1.3 -0.4
1.7 -1.6 -0.9
-1.1 -0.2 0.7
0.1 0.6 0.1
0.1 0.6 0.1
1.4 0.5 -0.1
0.4 -0.7 -0.8
1.7 -1.5 2.0
-1.9 2.1 3.7
-0.1 0.1 -0.7
1.8 -2.5 -4.2
-1.4 0.3 -1.2
-0.3 -1.5 1.1
1.6 0.6 -0.6
-0.3 1.3 -0.6
-1.4 -0.3 1.0
0.4 -1.7 0.4
1.3 0.9 -0.4
-1.1 -0.7 0.8
2.2 -0.3 2.4
-0.5 -0.3 -0.5
-1.3 -0.7 1.1
0.6 -1.2 -0.7
-1.5 -0.9 -0.6
0.8 0.3 -1.4
0.8 0.9 1.1
0.2 1.1 -1.3
-1.6 0.4 1.2
1.1 1.2 0.2
-0.3 -0.3 -1.7
-0.5 -0.8 0.8
0.8 -0.5 0.5
1.1 1.1 1.1
0.5 -1.4 -0.7
1.5 1.1 -0.1
-1.2 1.1 0.3
1.0 0.6 -1.2
0.5 -1.9 0.1
-1.4 0.1 1.2
-0.4 -1.6 -0.8
0.7 1.7 0.6
-1.7 0.5 -0.1
-0.4 -1.7 -0.3
-1.2 0.6 -1.2
-0.2 0.9 1.5
1.1 1.0 -0.6
-1.5 0.3 -1.1
-0.1 0.3 0.0
-0.1 0.2 0.2
0.3 0.0 -0.3
-0.3 -0.3 -0.1
0.1 -0.1 0.2
-0.1 -0.1 0.0
0.2 -0.2 -0.3
0.0 -0.1 0.3
-0.3 0.2 -0.1
0.2 0.2 0.1
0.0 -0.1 0.1
-0.3 -0.2 0.1
0.3 -0.2 -0.1
0.1 0.3 0.2
0.0 0.2 -0.3
-0.2 -0.1 -0.1
0.2 -0.2 -0.2
0.0 -0.2 0.4
0.0 0.4 -0.5
0.2 0.2 0.1
0.0 -0.1 0.1
-0.4 -0.2 0.1
0.3 -0.2 0.0
0.1 0.3 0.2
-0.1 0.2 -0.3
-0.1 0.1 -0.3
0.4 0.1 0.1
-0.1 -0.2 -0.3
-0.9 0.7 -1.4
-0.1 -0.1 0.3

---

Quick rundown of M, same order as above: 774.3, 618.1, 2034.0 g mol⁻¹